{"formula": "C5H19NO4", "method": "the ωB97M-V functional and the def2-TZVPD basis", "symbols": ["C", "C", "C", "C", "N", "C", "H", "H", "H", "H", "H", "H", "H", "H", "H", "H", "H", "O", "H", "H", "O", "H", "H", "O", "H", "H", "O", "H", "H"], "xyz": [[3.21048, 0.02498, -0.82175], [1.79686, 0.13922, -0.32121], [1.36059, 0.75334, 0.78507], [2.18259, 1.48095, 1.78494], [-0.04749, 0.74803, 0.96938], [-0.69613, 1.84286, 1.71743], [3.68400, 0.93369, -0.53295], [3.72602, -0.73979, -0.23886], [3.31861, -0.18194, -1.87944], [0.98001, -0.27857, -0.89088], [3.01967, 0.86373, 2.11009], [1.60306, 1.79090, 2.65398], [2.63388, 2.42736, 1.46585], [-0.55749, 0.78022, 0.09669], [-0.90399, 1.52952, 2.74344], [-0.20706, 2.81238, 1.63063], [-1.70040, 1.95068, 1.31471], [-2.96669, -0.10091, 1.09780], [-3.19498, -0.58043, 1.88749], [-2.50967, -0.75132, 0.54999], [-0.77594, -1.55141, -2.06115], [-0.72161, -2.20985, -1.35435], [-0.00934, -1.00863, -2.22546], [-2.23922, 1.09164, -2.51245], [-2.00000, 0.27318, -2.95434], [-3.00908, 0.85060, -1.98828], [-0.53541, -3.41711, -0.05694], [0.40819, -3.57107, -0.22192], [-0.55866, -3.79384, 0.83669]], "forces_ev_per_a": [[-0.60, -0.43, 1.25], [-0.03, -0.02, -0.13], [-0.88, 0.29, -1.14], [0.55, 0.26, 0.71], [-0.58, 1.09, 0.46], [-0.42, -0.63, 0.18], [0.80, 0.87, -0.27], [0.22, -0.31, -0.25], [-0.10, 0.10, -0.09], [0.20, -0.19, -0.21], [-0.01, -0.05, 0.16], [-0.03, -0.41, 0.10], [-0.14, -0.18, -0.58], [0.53, -0.67, -0.33], [0.50, 0.38, 0.21], [0.20, 0.01, 0.25], [0.07, 0.06, -0.21], [-0.07, -0.01, -0.61], [-0.15, -0.22, 0.48], [0.09, 0.12, 0.02], [-1.30, -0.02, -0.81], [0.60, 0.50, 0.01], [0.43, -0.34, 0.52], [-0.09, 0.21, 0.02], [0.10, -0.24, 0.07], [0.00, 0.04, 0.07], [0.95, -0.75, 0.77], [-0.14, 0.25, -0.50], [-0.69, 0.30, -0.12]], "nbo_charge": [-0.64, -0.27, 0.19, -0.68, -0.62, -0.43, 0.21, 0.20, 0.22, 0.17, 0.22, 0.23, 0.23, 0.38, 0.19, 0.18, 0.23, -0.94, 0.47, 0.48, -0.99, 0.50, 0.48, -0.95, 0.48, 0.47, -0.95, 0.48, 0.49], "gap_ev": 7.69, "total_energy_ev": -15172.12416, "de_lowest_ev": 1.8106, "lumo_energy_ev": 0.25}

---

{"formula": "C27H29Cl4N5", "method": "the ωB97M-V functional and the def2-TZVPD basis", "symbols": ["N", "C", "C", "C", "C", "C", "H", "H", "H", "H", "H", "N", "C", "C", "C", "C", "C", "H", "H", "H", "H", "H", "N", "C", "C", "C", "C", "C", "H", "H", "H", "H", "H", "N", "C", "C", "C", "C", "C", "H", "H", "H", "H", "H", "N", "C", "C", "C", "C", "C", "H", "H", "H", "H", "H", "C", "Cl", "Cl", "H", "H", "C", "Cl", "Cl", "H", "H"], "xyz": [[-1.18985, 0.05999, -3.63748], [-2.35793, 0.03979, -2.91430], [-2.91354, 1.23695, -2.43648], [-2.19344, 2.41049, -2.68609], [-1.10190, 2.43092, -3.54582], [-0.65603, 1.21094, -4.01795], [-2.75697, -0.95741, -2.80141], [-3.80120, 1.28481, -1.82315], [-2.62090, 3.37056, -2.43719], [-0.62205, 3.34810, -3.85393], [0.14695, 1.17384, -4.73924], [-3.14993, -1.86040, 2.70530], [-1.90741, -1.45227, 2.96195], [-1.24603, -0.45939, 2.28699], [-1.91698, 0.29211, 1.35716], [-3.22774, -0.11792, 1.00499], [-3.80154, -1.15252, 1.73016], [-1.35002, -1.93691, 3.74989], [-0.24975, -0.16100, 2.57814], [-1.38730, 1.10066, 0.87543], [-3.72095, 0.40799, 0.20090], [-4.83418, -1.41568, 1.55466], [3.56624, 0.80094, 2.38545], [3.45800, 1.86825, 1.63233], [3.27228, 1.76849, 0.23334], [3.12548, 0.53269, -0.38754], [3.31967, -0.60976, 0.39108], [3.54764, -0.37323, 1.74177], [3.51920, 2.77741, 2.21205], [3.24597, 2.65363, -0.38491], [3.01427, 0.40702, -1.45443], [3.27162, -1.60214, -0.03231], [3.45909, -1.22580, 2.39878], [-0.83445, -0.93251, -0.53405], [0.32408, -0.76653, 0.18970], [0.85712, 0.47395, 0.44222], [0.17056, 1.55787, 0.02942], [-1.03732, 1.44932, -0.69557], [-1.53112, 0.14310, -0.86852], [0.80529, -1.62630, 0.63199], [1.70715, 0.60458, 1.09549], [0.63215, 2.52764, 0.14284], [-1.46692, 2.34828, -1.11235], [-2.46654, -0.01959, -1.38323], [4.06843, -3.49248, -0.10221], [2.91715, -3.10557, -0.72799], [1.84560, -2.56895, -0.06688], [1.83047, -2.46008, 1.31259], [3.00492, -2.91330, 1.98940], [4.09907, -3.40805, 1.25115], [2.89384, -3.17789, -1.80531], [0.98760, -2.18276, -0.59706], [1.06660, -1.84355, 1.76292], [3.11642, -2.78865, 3.05636], [4.99403, -3.74636, 1.75216], [-2.22229, 4.61317, -0.30593], [-0.89411, 3.35294, -0.20732], [-1.54026, 6.17943, -0.32301], [-2.77354, 4.50691, -1.24024], [-2.90518, 4.56032, 0.54199], [-1.53407, -2.50757, 0.08688], [-0.09626, -3.29600, 0.89741], [-2.97651, -3.53732, 0.13910], [-1.78303, -1.63487, 0.69060], [-1.19962, -2.16032, -0.89070]], "forces_ev_per_a": [[-1.88, -0.96, -0.04], [1.65, 1.71, -4.17], [-0.77, 1.78, -3.33], [-2.00, -0.31, -2.30], [0.11, -0.36, -0.07], [-0.18, 0.37, 0.52], [-0.37, -0.01, 0.14], [-0.17, -0.14, -0.06], [-0.05, -0.29, 0.21], [-0.06, 0.09, 0.09], [0.26, -0.20, 0.05], [-0.33, 1.44, -0.47], [-0.49, -1.05, 0.33], [-0.14, 1.38, 0.93], [-1.74, -0.09, 2.19], [0.68, 0.58, 1.36], [0.49, -0.18, 0.73], [-0.22, -0.48, 0.18], [-0.01, -0.03, 0.28], [-1.43, -0.54, 2.23], [-0.52, -0.06, 0.25], [-0.02, -0.27, -0.06], [0.10, -1.07, -0.18], [0.01, 0.34, -1.34], [0.56, 0.68, 0.03], [2.35, -0.31, 0.27], [2.09, 2.33, 0.14], [-0.56, 0.04, 0.98], [-0.05, 0.54, -0.54], [-0.14, 0.25, 0.12], [-0.23, 0.35, -0.15], [1.24, 2.29, 0.57], [0.99, 1.13, 0.05], [7.21, 9.50, -2.65], [-2.32, 2.71, -0.73], [-1.21, -0.49, 1.73], [1.45, -0.91, -2.47], [1.37, -8.10, -3.37], [2.53, -0.29, 0.73], [-3.04, 4.04, -1.30], [-1.30, -0.14, 0.15], [1.29, -1.08, 0.35], [-0.81, -5.04, -2.01], [0.99, -0.91, 3.10], [-0.47, -0.25, 0.93], [0.58, -1.74, 0.45], [2.31, -3.07, -2.75], [6.42, -1.46, 2.88], [-1.58, -0.94, -1.11], [-1.36, -0.07, -1.82], [0.11, -0.06, -0.08], [1.62, -1.21, -1.46], [1.63, -0.26, 1.94], [-0.26, -0.33, 0.12], [0.14, 0.09, -0.04], [0.24, -0.49, 0.09], [-2.52, 17.14, 5.61], [0.53, 1.86, -0.04], [0.08, -0.12, 0.40], [0.28, -0.46, -0.02], [-2.98, -5.96, 2.20], [-7.16, -4.40, 0.41], [-1.17, -1.46, -0.05], [-0.54, -1.63, 0.29], [-1.21, -3.43, -0.39]], "nbo_charge": [-0.44, 0.03, -0.26, -0.21, -0.28, 0.06, 0.23, 0.23, 0.22, 0.23, 0.20, -0.42, 0.06, -0.32, -0.16, -0.31, 0.05, 0.19, 0.22, 0.25, 0.21, 0.21, -0.42, 0.01, -0.28, -0.18, -0.27, 0.01, 0.20, 0.22, 0.23, 0.26, 0.19, -0.56, 0.00, -0.19, -0.21, -0.42, 0.10, 0.22, 0.24, 0.23, 0.28, 0.23, -0.40, -0.05, -0.28, -0.24, -0.27, 0.02, 0.21, 0.27, 0.26, 0.23, 0.21, -0.43, 0.10, 0.00, 0.20, 0.23, -0.48, 0.03, -0.09, 0.30, 0.32], "gap_ev": 6.79, "total_energy_ev": -85980.35067, "de_lowest_ev": 28.3120, "lumo_energy_ev": -0.47}

---

{"formula": "C4H7N", "method": "the ωB97M-V functional and the def2-TZVPD basis", "symbols": ["C", "N", "C", "C", "C", "H", "H", "H", "H", "H", "H", "H"], "xyz": [[-2.11732, -0.67161, -0.95455], [-1.50077, -1.19352, 0.02704], [-0.20273, -0.77118, 0.33885], [0.38442, 0.39190, 0.03870], [1.80182, 0.70590, 0.50923], [-1.74066, 0.12247, -1.59005], [-3.18288, -0.86719, -1.10044], [0.27854, -1.41087, 1.07902], [-0.15152, 1.23801, -0.37076], [2.61645, 0.54457, -0.19761], [1.96494, 0.14860, 1.43012], [1.84971, 1.76291, 0.79044]], "forces_ev_per_a": [[-0.53, 0.22, 0.73], [-0.74, 0.31, -0.51], [0.33, 0.40, 0.38], [0.77, 0.03, 0.51], [-0.89, 0.46, 0.53], [0.57, 0.00, -0.29], [0.26, -0.43, 0.05], [0.22, -0.22, -0.56], [-0.16, -0.25, -0.56], [-0.26, -0.27, -0.14], [0.39, -0.18, -0.09], [0.05, -0.06, -0.05]], "nbo_charge": [-0.04, -0.42, -0.06, -0.19, -0.64, 0.14, 0.17, 0.19, 0.19, 0.22, 0.21, 0.21], "gap_ev": 9.63, "total_energy_ev": -5749.88210, "de_lowest_ev": 1.5347, "lumo_energy_ev": 0.60}

---

{"formula": "C5H13N2", "method": "the ωB97M-V functional and the def2-TZVPD basis", "symbols": ["C", "C", "C", "C", "N", "C", "N", "H", "H", "H", "H", "H", "H", "H", "H", "H", "H", "H", "H", "H"], "xyz": [[-1.77920, 1.39715, 0.87478], [-1.82260, 0.06231, 0.00694], [-0.75557, -0.96483, 0.17692], [0.53811, -0.34863, 0.69575], [1.28058, 0.65083, -0.11864], [2.12192, 0.18028, -1.03114], [2.16086, -1.11979, -1.25544], [-0.87207, 1.84986, 0.79036], [-2.50673, 2.16550, 0.70044], [-1.89140, 1.26710, 1.87437], [-2.79160, -0.45191, 0.10647], [-1.82441, 0.42962, -0.99158], [-1.18570, -1.94082, 0.68386], [-0.49233, -1.50361, -0.71205], [1.14272, -1.17991, 1.15210], [0.19141, 0.15654, 1.60752], [1.21096, 1.67938, -0.03926], [2.50563, 0.88060, -1.82548], [2.19090, -1.82049, -0.59495], [2.57852, -1.38916, -2.10095]], "forces_ev_per_a": [[-1.40, -2.14, -1.94], [-2.01, 1.55, 0.35], [0.19, -1.90, -0.03], [-0.59, -0.56, 3.46], [1.19, -0.92, -0.69], [-2.41, 1.09, -0.63], [0.97, 1.73, -1.41], [2.71, 1.44, -0.56], [-0.67, -0.01, -1.03], [-0.31, -1.06, 3.23], [0.20, 0.46, 0.12], [0.05, 0.17, -1.08], [1.38, 2.27, 0.40], [-0.21, 0.28, -1.36], [0.30, 1.06, -0.91], [0.63, 0.27, -0.24], [-0.21, -1.10, 0.37], [-0.09, -0.79, 1.15], [-0.57, -1.46, 2.00], [0.85, -0.38, -1.20]], "nbo_charge": [-0.60, -0.42, -0.43, -0.28, -0.50, 0.40, -0.72, 0.17, 0.24, 0.21, 0.23, 0.21, 0.26, 0.22, 0.23, 0.25, 0.45, 0.24, 0.43, 0.42], "gap_ev": 10.44, "total_charge": 1, "total_energy_ev": -8368.34669, "de_lowest_ev": 2.4637, "lumo_energy_ev": -4.06}

---

{"formula": "C14H33F6MnN3O9S2", "method": "the ωB97M-V functional and the def2-TZVPD basis", "symbols": ["Mn", "C", "F", "F", "F", "S", "O", "O", "O", "C", "F", "F", "F", "S", "O", "O", "O", "C", "C", "C", "O", "C", "N", "H", "H", "H", "H", "H", "H", "H", "H", "H", "H", "H", "C", "C", "C", "O", "C", "N", "H", "H", "H", "H", "H", "H", "H", "H", "H", "H", "H", "C", "C", "C", "O", "C", "N", "H", "H", "H", "H", "H", "H", "H", "H", "H", "H", "H"], "xyz": [[0.14493, 0.28834, 0.13640], [4.32834, 1.58836, 1.13778], [4.00650, 2.86974, 0.91916], [5.64272, 1.49622, 1.25386], [3.76386, 1.20396, 2.29039], [3.65554, 0.56229, -0.26987], [4.01142, 1.32105, -1.44954], [4.20474, -0.76153, -0.12500], [2.21040, 0.60655, 0.01703], [-4.19344, 1.32731, 1.30475], [-5.41240, 1.75154, 1.01983], [-3.60874, 2.21029, 2.12921], [-4.27883, 0.15510, 1.94228], [-3.16487, 1.12223, -0.23981], [-2.88770, 2.47662, -0.69726], [-1.96601, 0.46537, 0.30165], [-3.97359, 0.31324, -1.11353], [-1.03548, -3.05244, -2.22187], [-0.95041, -2.48251, -0.80297], [-1.05926, -3.58904, 0.21047], [-1.10086, -3.04499, 1.51972], [-1.15441, -4.06311, 2.49934], [0.33785, -1.73413, -0.63302], [-0.14080, -3.65930, -2.39955], [-1.11636, -2.30686, -3.00746], [-1.88754, -3.72970, -2.32506], [-1.77691, -1.77812, -0.69517], [-0.22422, -4.30395, 0.15084], [-1.95837, -4.19421, 0.03411], [-0.30969, -4.75303, 2.40386], [-2.09184, -4.62283, 2.40730], [-1.13400, -3.59833, 3.48322], [0.75549, -1.58782, -1.55746], [1.02366, -2.31362, -0.15486], [-0.22036, 0.22871, 4.56999], [-0.36571, 0.61736, 3.11505], [0.20544, 1.98403, 2.78989], [0.18292, 2.19625, 1.38611], [0.13359, 3.59446, 1.10651], [0.23596, -0.39816, 2.20211], [0.78729, 0.42238, 4.94806], [-0.47382, -0.81352, 4.77104], [-0.91122, 0.78238, 5.21468], [-1.42637, 0.64225, 2.85422], [1.20305, 2.13184, 3.22058], [-0.44104, 2.71095, 3.29731], [-0.89811, 3.94585, 1.09390], [0.59102, 3.75750, 0.12962], [0.74880, 4.15572, 1.81138], [-0.32523, -1.24377, 2.31578], [1.14595, -0.66687, 2.57865], [-1.15781, 1.74628, -3.79491], [-0.24414, 0.94458, -2.88875], [1.11191, 0.56843, -3.50034], [1.44231, -0.75268, -3.12677], [2.77815, -1.08545, -3.48485], [-0.04597, 1.64879, -1.57588], [-1.40615, 1.25628, -4.73931], [-0.78035, 2.73935, -4.05730], [-2.11949, 1.91286, -3.30153], [-0.73015, -0.01643, -2.68682], [1.87268, 1.27602, -3.14542], [1.05539, 0.63415, -4.59432], [3.48815, -0.35306, -3.10285], [2.85509, -1.20553, -4.57192], [2.98407, -2.07265, -3.07020], [-0.76515, 2.37104, -1.53096], [0.82958, 2.15797, -1.70155]], "forces_ev_per_a": [[0.06, 0.34, -0.02], [-0.50, -0.20, -0.62], [0.01, 0.00, 0.20], [0.15, -0.06, 0.01], [0.05, 0.02, 0.18], [-0.02, 0.03, -0.26], [-0.05, -0.26, 0.36], [0.06, 0.30, 0.08], [0.56, 0.18, 0.04], [0.63, -0.13, -0.48], [-0.16, 0.09, -0.01], [-0.04, -0.05, 0.06], [-0.07, 0.02, 0.10], [-0.37, 0.98, -0.37], [-0.10, -0.56, 0.31], [-0.37, -0.47, 0.14], [0.33, -0.09, 0.30], [0.14, -0.82, 0.27], [0.29, 0.16, -0.88], [-0.28, -0.24, 0.41], [0.19, -0.01, 0.05], [-0.25, -0.01, -0.04], [-0.28, -0.55, -0.40], [-0.02, 0.08, -0.18], [0.10, 0.22, 0.13], [-0.06, 0.15, 0.05], [0.00, -0.03, 0.38], [0.19, 0.19, -0.20], [-0.11, 0.20, -0.05], [0.01, 0.00, 0.01], [0.07, -0.08, 0.02], [0.06, 0.07, -0.03], [-0.08, 0.16, 0.04], [-0.10, 0.08, 0.22], [-0.15, 0.36, 0.76], [-0.07, -0.53, -0.54], [-0.49, -0.01, 0.70], [0.10, 0.53, 0.83], [0.38, -0.03, -0.63], [-0.19, -0.19, 1.23], [0.04, -0.12, -0.08], [0.13, -0.09, -0.34], [0.11, 0.21, -0.17], [0.04, 0.00, -0.05], [0.20, -0.16, -0.34], [-0.01, 0.08, -0.16], [-0.02, 0.02, 0.11], [-0.16, -0.08, -0.04], [-0.13, -0.05, 0.16], [-0.01, -0.01, -0.40], [0.13, 0.23, -0.28], [-0.56, 0.37, -0.31], [0.04, -0.37, 0.02], [-0.46, 0.39, -0.11], [0.22, 0.14, 0.17], [-0.14, -0.58, -0.28], [0.33, 0.37, -1.35], [0.28, -0.25, 0.10], [0.30, -0.08, 0.15], [0.09, -0.03, 0.13], [-0.16, 0.11, 0.05], [0.16, -0.14, -0.12], [0.04, 0.01, 0.02], [0.03, -0.02, -0.05], [0.07, 0.31, -0.01], [0.05, 0.13, 0.22], [-0.18, -0.23, 0.44], [-0.02, 0.00, 0.37]], "nbo_charge": [1.45, 0.71, -0.32, -0.30, -0.33, 2.35, -0.97, -0.95, -1.06, 0.71, -0.30, -0.33, -0.32, 2.34, -0.98, -1.05, -0.94, -0.61, -0.09, -0.06, -0.56, -0.25, -0.93, 0.20, 0.23, 0.22, 0.23, 0.16, 0.18, 0.17, 0.18, 0.19, 0.42, 0.39, -0.63, -0.08, -0.06, -0.58, -0.24, -0.89, 0.21, 0.22, 0.23, 0.22, 0.19, 0.19, 0.20, 0.19, 0.19, 0.40, 0.38, -0.63, -0.08, -0.06, -0.57, -0.26, -0.90, 0.22, 0.21, 0.24, 0.19, 0.19, 0.18, 0.21, 0.17, 0.19, 0.42, 0.38], "gap_ev": [8.90, 10.44], "multiplicity": 6, "total_energy_ev": -107250.10225, "de_lowest_ev": 0.0000, "lumo_energy_ev": [0.33, 0.32]}

---

Q: Which formula does entry 1 have?
A: C5H19NO4

---

Copy entry 3 word for word.
{"formula": "C4H7N", "method": "the ωB97M-V functional and the def2-TZVPD basis", "symbols": ["C", "N", "C", "C", "C", "H", "H", "H", "H", "H", "H", "H"], "xyz": [[-2.11732, -0.67161, -0.95455], [-1.50077, -1.19352, 0.02704], [-0.20273, -0.77118, 0.33885], [0.38442, 0.39190, 0.03870], [1.80182, 0.70590, 0.50923], [-1.74066, 0.12247, -1.59005], [-3.18288, -0.86719, -1.10044], [0.27854, -1.41087, 1.07902], [-0.15152, 1.23801, -0.37076], [2.61645, 0.54457, -0.19761], [1.96494, 0.14860, 1.43012], [1.84971, 1.76291, 0.79044]], "forces_ev_per_a": [[-0.53, 0.22, 0.73], [-0.74, 0.31, -0.51], [0.33, 0.40, 0.38], [0.77, 0.03, 0.51], [-0.89, 0.46, 0.53], [0.57, 0.00, -0.29], [0.26, -0.43, 0.05], [0.22, -0.22, -0.56], [-0.16, -0.25, -0.56], [-0.26, -0.27, -0.14], [0.39, -0.18, -0.09], [0.05, -0.06, -0.05]], "nbo_charge": [-0.04, -0.42, -0.06, -0.19, -0.64, 0.14, 0.17, 0.19, 0.19, 0.22, 0.21, 0.21], "gap_ev": 9.63, "total_energy_ev": -5749.88210, "de_lowest_ev": 1.5347, "lumo_energy_ev": 0.60}

---

Q: Number 1 is which compound?
A: C5H19NO4